Entry 1:
10 unconnected molecules or ions with the total composition C40H60O20 at a distorted geometry, computed with ωB97M-V/def2-TZVPD.

Each line ends with the Löwdin charge.
Geometry (Å):
O1 -0.26 1.36 -7.00  0.09
C1 0.15 1.81 -5.94  -0.46
C2 0.62 3.14 -5.50  -0.08
C3 1.13 2.92 -4.09  -0.17
C4 0.32 1.73 -3.63  -0.11
O2 0.15 0.90 -4.87  0.00
H1 1.22 3.59 -6.29  0.14
H2 -0.35 3.64 -5.51  0.14
H3 2.20 2.75 -4.04  0.11
H4 0.93 3.74 -3.40  0.12
H5 1.02 1.23 -2.97  0.11
H6 -0.68 1.98 -3.27  0.13
O3 -2.64 0.87 5.30  0.15
C5 -3.41 1.61 4.81  -0.54
C6 -3.30 2.26 3.45  -0.12
C7 -4.26 3.32 3.39  -0.15
C8 -5.23 2.78 4.47  -0.15
O4 -4.52 2.00 5.39  0.07
H7 -2.26 2.59 3.46  0.13
H8 -3.49 1.49 2.70  0.13
H9 -3.86 4.28 3.73  0.12
H10 -4.81 3.34 2.44  0.12
H11 -5.79 3.57 4.98  0.13
H12 -5.92 2.07 4.02  0.12
O5 2.60 0.85 1.70  0.08
C9 1.45 0.82 1.34  -0.43
C10 0.12 1.15 2.13  -0.04
C11 -0.89 0.73 1.05  -0.14
C12 -0.20 -0.24 0.06  -0.10
O6 1.15 0.27 0.15  -0.03
H13 0.07 0.54 3.04  0.13
H14 0.09 2.22 2.36  0.11
H15 -1.68 0.13 1.51  0.09
H16 -1.30 1.67 0.66  0.10
H17 -0.10 -1.29 0.33  0.10
H18 -0.63 -0.15 -0.94  0.11
O7 6.93 -2.37 -2.39  0.14
C13 5.77 -2.23 -2.18  -0.53
C14 5.07 -1.59 -1.00  -0.04
C15 3.70 -2.22 -1.24  -0.14
C16 3.56 -2.27 -2.76  -0.16
O8 4.87 -2.63 -3.03  0.03
H19 5.61 -1.87 -0.09  0.13
H20 5.02 -0.51 -1.07  0.10
H21 3.67 -3.27 -0.93  0.12
H22 2.80 -1.69 -0.94  0.10
H23 2.90 -2.98 -3.26  0.12
H24 3.35 -1.34 -3.28  0.13
O9 0.14 -2.35 -1.97  0.07
C17 0.00 -3.56 -2.19  -0.47
C18 0.43 -4.80 -1.44  -0.07
C19 -0.17 -5.87 -2.33  -0.15
C20 -0.34 -5.21 -3.73  -0.10
O10 -0.60 -3.84 -3.30  0.05
H25 1.48 -4.95 -1.19  0.13
H26 -0.03 -4.76 -0.45  0.09
H27 0.52 -6.71 -2.31  0.12
H28 -1.17 -6.09 -1.95  0.12
H29 0.65 -5.19 -4.19  0.12
H30 -1.01 -5.77 -4.38  0.13
O11 -2.93 3.09 -1.28  0.07
C21 -3.97 3.55 -1.74  -0.47
C22 -4.20 5.06 -2.17  -0.04
C23 -5.71 5.15 -2.59  -0.14
C24 -6.05 3.66 -2.72  -0.14
O12 -5.00 2.85 -2.15  0.03
H31 -3.97 5.77 -1.38  0.12
H32 -3.61 5.19 -3.07  0.12
H33 -6.28 5.62 -1.78  0.11
H34 -5.96 5.66 -3.52  0.11
H35 -7.02 3.41 -2.28  0.12
H36 -6.09 3.47 -3.79  0.12
O13 6.01 3.85 -0.05  0.04
C25 5.00 3.14 -0.32  -0.46
C26 3.49 3.39 0.03  -0.04
C27 2.81 2.71 -1.14  -0.17
C28 3.80 1.71 -1.63  -0.13
O14 5.13 2.18 -1.18  0.06
H37 3.32 2.84 0.96  0.10
H38 3.58 4.47 0.05  0.13
H39 1.83 2.26 -1.04  0.11
H40 2.81 3.48 -1.91  0.11
H41 3.52 0.69 -1.36  0.10
H42 3.85 1.71 -2.72  0.12
O15 5.64 2.18 5.58  0.10
C29 5.75 1.34 4.70  -0.42
C30 4.63 0.49 4.23  -0.11
C31 5.19 -0.33 3.11  -0.17
C32 6.74 -0.33 3.38  -0.13
O16 6.98 0.87 4.15  -0.01
H43 4.49 -0.20 5.06  0.14
H44 3.85 1.20 3.94  0.12
H45 4.79 -1.33 3.26  0.10
H46 4.82 0.00 2.14  0.09
H47 7.02 -1.25 3.88  0.12
H48 7.29 -0.22 2.44  0.12
O17 -4.04 -1.15 1.50  0.13
C33 -5.16 -0.89 1.12  -0.45
C34 -5.66 -1.02 -0.21  -0.08
C35 -6.69 0.09 -0.20  -0.14
C36 -7.35 0.07 1.21  -0.13
O18 -6.23 -0.45 1.98  -0.03
H49 -4.85 -0.88 -0.93  0.14
H50 -6.06 -2.03 -0.30  0.15
H51 -6.28 1.09 -0.35  0.10
H52 -7.45 0.23 -0.97  0.11
H53 -7.50 1.11 1.51  0.11
H54 -8.28 -0.45 1.46  0.12
O19 -0.34 -3.62 1.44  0.09
C37 0.17 -4.47 2.18  -0.50
C38 1.34 -4.41 3.14  -0.10
C39 1.95 -5.75 3.03  -0.17
C40 0.73 -6.64 2.76  -0.09
O20 -0.19 -5.71 2.09  0.06
H55 2.08 -3.63 2.99  0.13
H56 0.89 -4.18 4.10  0.14
H57 2.73 -5.66 2.27  0.12
H58 2.60 -5.85 3.90  0.12
H59 0.84 -7.51 2.11  0.12
H60 0.47 -7.17 3.68  0.13

Values from the calculation:
structure (SMILES)	O=C1CCCO1.O=C1CCCO1.O=C1CCCO1.O=C1CCCO1.O=C1CCCO1.O=C1CCCO1.O=C1CCCO1.O=C1CCCO1.O=C1CCCO1.O=C1CCCO1
total charge	0
frontier orbital gap	9.4617	eV



Entry 2:
10 unconnected molecules or ions with the total composition C40H60O30 at a distorted geometry, computed with ωB97M-V/def2-TZVPD.

Each line ends with the Löwdin charge.
Geometry (Å):
C1 -7.10 4.23 -0.68  -0.04
C2 -6.16 3.72 0.37  -0.29
C3 -4.83 4.27 0.14  -0.14
O1 -4.47 4.80 1.38  0.10
C4 -5.54 5.05 2.10  -0.65
O2 -5.62 5.63 3.14  0.16
O3 -6.53 4.54 1.49  0.11
H1 -8.12 3.86 -0.51  0.09
H2 -6.90 3.82 -1.67  0.09
H3 -7.28 5.30 -0.78  0.10
H4 -6.22 2.64 0.52  0.17
H5 -4.88 5.08 -0.59  0.14
H6 -4.11 3.57 -0.28  0.15
C5 8.27 4.79 -8.83  -0.01
C6 8.24 3.69 -7.76  -0.33
C7 7.28 3.82 -6.60  -0.11
O4 6.81 2.51 -6.44  0.10
C8 7.02 1.82 -7.55  -0.55
O5 6.57 0.69 -7.89  0.09
O6 7.74 2.53 -8.35  0.10
H7 8.57 5.69 -8.31  0.09
H8 7.33 4.90 -9.38  0.09
H9 9.00 4.62 -9.61  0.08
H10 9.21 3.45 -7.34  0.16
H11 6.54 4.59 -6.82  0.14
H12 7.83 4.21 -5.75  0.14
C9 -1.29 4.60 -5.88  -0.03
C10 -0.77 4.18 -7.20  -0.34
C11 -1.22 5.10 -8.30  -0.13
O7 -0.11 5.01 -9.18  0.06
C12 1.01 4.67 -8.45  -0.51
O8 2.15 4.70 -8.91  0.13
O9 0.65 4.30 -7.23  0.11
H13 -0.76 5.42 -5.38  0.10
H14 -1.29 3.76 -5.19  0.09
H15 -2.32 4.94 -5.99  0.09
H16 -1.19 3.24 -7.54  0.16
H17 -1.46 6.13 -8.03  0.13
H18 -2.17 4.77 -8.73  0.14
C13 4.33 -5.17 -3.37  -0.01
C14 4.94 -6.56 -3.57  -0.32
C15 5.99 -7.10 -2.56  -0.05
O10 5.44 -8.40 -2.29  0.08
C16 4.25 -8.56 -2.83  -0.61
O11 3.56 -9.54 -2.63  0.14
O12 3.95 -7.51 -3.51  0.11
H19 5.07 -4.39 -3.23  0.08
H20 3.54 -5.16 -2.61  0.09
H21 3.88 -4.76 -4.27  0.08
H22 5.37 -6.68 -4.57  0.15
H23 5.98 -6.46 -1.68  0.13
H24 6.98 -7.14 -3.02  0.13
C17 -3.82 1.13 6.93  0.00
C18 -2.55 1.37 6.08  -0.33
C19 -1.70 2.56 6.28  -0.15
O13 -0.46 2.03 6.42  0.09
C20 -0.45 0.68 6.51  -0.51
O14 0.52 0.01 6.81  0.14
O15 -1.71 0.26 6.29  0.09
H25 -3.55 1.21 7.98  0.09
H26 -4.27 0.15 6.79  0.08
H27 -4.54 1.94 6.76  0.09
H28 -2.85 1.39 5.03  0.15
H29 -2.00 3.22 7.09  0.14
H30 -1.84 3.16 5.38  0.14
C21 -7.22 -4.64 5.76  -0.01
C22 -6.82 -4.31 4.28  -0.29
C23 -5.37 -4.55 3.97  -0.15
O16 -5.35 -5.37 2.86  0.07
C24 -6.64 -5.73 2.50  -0.45
O17 -6.99 -6.43 1.52  0.10
O18 -7.48 -5.26 3.44  0.08
H31 -8.30 -4.76 5.84  0.08
H32 -6.94 -3.81 6.42  0.08
H33 -6.73 -5.49 6.25  0.08
H34 -7.07 -3.27 4.07  0.15
H35 -4.90 -5.06 4.82  0.13
H36 -4.73 -3.69 3.81  0.14
C25 0.67 -5.56 6.06  -0.03
C26 0.67 -5.26 4.61  -0.30
C27 2.00 -4.94 3.95  -0.13
O19 2.01 -5.75 2.82  0.07
C28 1.00 -6.66 2.85  -0.53
O20 0.69 -7.45 1.92  0.10
O21 0.38 -6.52 3.97  0.10
H37 -0.30 -5.92 6.40  0.09
H38 0.97 -4.71 6.67  0.09
H39 1.42 -6.30 6.35  0.10
H40 -0.06 -4.53 4.26  0.16
H41 2.86 -5.00 4.62  0.14
H42 1.93 -3.90 3.63  0.13
C29 5.69 2.95 5.76  -0.02
C30 6.03 4.21 6.52  -0.36
C31 5.02 4.71 7.52  -0.13
O22 5.79 5.11 8.60  0.09
C32 6.97 4.46 8.58  -0.48
O23 7.84 4.47 9.47  0.12
O24 7.09 3.89 7.35  0.08
H43 6.52 2.65 5.13  0.09
H44 4.88 3.14 5.05  0.09
H45 5.45 2.12 6.43  0.10
H46 6.20 5.04 5.83  0.16
H47 4.39 3.86 7.79  0.14
H48 4.33 5.44 7.09  0.14
C33 -4.37 -0.90 -4.73  -0.02
C34 -5.65 -1.75 -4.60  -0.36
C35 -6.02 -1.85 -3.10  -0.08
O25 -7.42 -1.58 -3.10  0.05
C36 -7.84 -1.15 -4.30  -0.46
O26 -8.99 -0.89 -4.60  0.15
O27 -6.68 -1.01 -5.09  0.05
H49 -3.52 -1.34 -4.21  0.09
H50 -4.55 0.09 -4.31  0.08
H51 -4.09 -0.73 -5.77  0.08
H52 -5.56 -2.71 -5.11  0.16
H53 -5.66 -1.08 -2.42  0.13
H54 -5.79 -2.85 -2.74  0.14
C37 2.61 0.81 -1.50  -0.02
C38 2.13 -0.13 -0.39  -0.29
C39 1.89 0.65 0.93  -0.09
O28 0.58 0.29 1.34  0.09
C40 -0.03 -0.24 0.32  -0.59
O29 -1.19 -0.58 0.34  0.14
O30 0.79 -0.49 -0.72  0.08
H55 2.42 0.33 -2.46  0.09
H56 3.70 0.93 -1.51  0.09
H57 2.11 1.77 -1.47  0.09
H58 2.67 -1.07 -0.36  0.16
H59 2.06 1.72 0.88  0.13
H60 2.59 0.23 1.66  0.13

Values from the calculation:
structure (SMILES)	C[C@H]1COC(=O)O1.C[C@H]1COC(=O)O1.C[C@H]1COC(=O)O1.C[C@H]1COC(=O)O1.C[C@H]1COC(=O)O1.C[C@H]1COC(=O)O1.C[C@H]1COC(=O)O1.C[C@H]1COC(=O)O1.C[C@H]1COC(=O)O1.C[C@H]1COC(=O)O1
total charge	0
frontier orbital gap	10.0356	eV



Entry 3:
10 unconnected molecules or ions with the total composition C40H60O30 at a distorted geometry, computed with ωB97M-V/def2-TZVPD.

Each line ends with the Löwdin charge.
Geometry (Å):
C1 5.16 -0.73 2.28  0.00
C2 4.47 -0.26 1.02  -0.30
C3 5.33 0.50 0.00  -0.07
O1 5.32 -0.34 -1.18  0.07
C4 4.52 -1.42 -0.98  -0.57
O2 4.37 -2.28 -1.76  0.19
O3 4.02 -1.41 0.28  0.06
H1 5.48 0.17 2.83  0.09
H2 6.04 -1.32 2.02  0.10
H3 4.45 -1.32 2.84  0.08
H4 3.61 0.38 1.25  0.14
H5 6.37 0.59 0.31  0.13
H6 4.92 1.46 -0.30  0.10
C5 3.62 1.56 5.82  -0.02
C6 2.57 0.48 5.75  -0.30
C7 2.13 0.10 4.28  -0.09
O4 2.43 -1.29 4.20  0.05
C8 2.94 -1.75 5.37  -0.57
O5 3.24 -2.86 5.56  0.22
O6 3.22 -0.71 6.20  0.08
H7 3.16 2.55 5.68  0.05
H8 4.41 1.41 5.09  0.08
H9 4.10 1.54 6.80  0.09
H10 1.69 0.77 6.33  0.15
H11 2.70 0.75 3.62  0.12
H12 1.06 0.25 4.21  0.12
C9 -7.74 -2.98 -3.91  -0.02
C10 -6.86 -1.82 -3.56  -0.31
C11 -7.55 -0.43 -3.56  -0.06
O7 -7.10 0.14 -2.32  0.06
C12 -6.38 -0.77 -1.62  -0.59
O8 -5.97 -0.56 -0.53  0.15
O9 -6.29 -1.94 -2.26  0.10
H13 -8.46 -3.21 -3.12  0.10
H14 -7.18 -3.86 -4.20  0.08
H15 -8.41 -2.72 -4.74  0.09
H16 -6.06 -1.79 -4.32  0.15
H17 -8.63 -0.52 -3.57  0.13
H18 -7.18 0.22 -4.35  0.13
C13 2.82 5.50 5.35  -0.02
C14 1.69 5.40 4.38  -0.30
C15 1.87 6.12 3.05  -0.07
O10 1.33 5.20 2.08  0.06
C16 1.13 4.01 2.67  -0.58
O11 0.73 3.07 2.08  0.15
O12 1.58 4.03 3.93  0.08
H19 2.73 4.71 6.09  0.08
H20 2.81 6.44 5.90  0.10
H21 3.78 5.32 4.87  0.10
H22 0.74 5.70 4.82  0.16
H23 2.92 6.32 2.81  0.14
H24 1.33 7.07 2.97  0.14
C17 -2.35 3.46 -0.62  -0.02
C18 -3.79 3.52 -1.10  -0.30
C19 -4.63 4.68 -0.50  -0.09
O13 -4.92 5.52 -1.60  0.06
C20 -4.51 4.93 -2.77  -0.55
O14 -4.72 5.39 -3.84  0.17
O15 -3.83 3.80 -2.50  0.08
H25 -1.83 2.76 -1.28  0.06
H26 -2.30 3.15 0.41  0.08
H27 -1.91 4.45 -0.81  0.10
H28 -4.28 2.58 -0.87  0.14
H29 -4.14 5.22 0.30  0.13
H30 -5.56 4.22 -0.15  0.13
C21 -2.31 0.18 0.57  -0.02
C22 -0.88 -0.08 0.15  -0.29
C23 0.05 -0.24 1.38  -0.08
O16 0.79 -1.44 1.10  0.07
C24 0.31 -2.04 -0.01  -0.56
O17 0.72 -3.04 -0.47  0.21
O18 -0.75 -1.36 -0.52  0.05
H31 -2.61 -0.67 1.19  0.10
H32 -3.04 0.22 -0.23  0.06
H33 -2.46 1.08 1.17  0.08
H34 -0.51 0.70 -0.52  0.13
H35 -0.56 -0.27 2.29  0.13
H36 0.71 0.62 1.42  0.10
C25 3.79 4.43 -1.02  -0.02
C26 2.79 3.35 -0.76  -0.30
C27 1.35 3.66 -1.20  -0.10
O19 0.93 2.58 -2.02  0.06
C28 1.95 1.68 -2.13  -0.53
O20 1.90 0.68 -2.76  0.19
O21 3.09 2.19 -1.58  0.06
H37 4.82 4.07 -0.93  0.09
H38 3.73 5.25 -0.30  0.09
H39 3.67 4.82 -2.04  0.10
H40 2.74 3.01 0.28  0.14
H41 1.32 4.61 -1.74  0.14
H42 0.72 3.87 -0.33  0.10
C29 -2.62 0.37 -3.37  -0.01
C30 -1.79 -0.36 -4.39  -0.29
C31 -0.45 -0.96 -3.88  -0.07
O22 -0.43 -2.22 -4.55  0.08
C32 -1.59 -2.52 -5.13  -0.59
O23 -1.83 -3.45 -5.81  0.19
O24 -2.51 -1.53 -4.89  0.06
H43 -3.60 0.67 -3.74  0.09
H44 -2.10 1.28 -3.04  0.08
H45 -2.78 -0.32 -2.53  0.07
H46 -1.58 0.24 -5.29  0.15
H47 -0.54 -1.06 -2.80  0.11
H48 0.31 -0.25 -4.18  0.11
C33 5.74 -5.79 0.17  -0.03
C34 4.92 -4.96 1.13  -0.30
C35 3.47 -4.67 0.68  -0.08
O25 2.64 -5.26 1.70  0.07
C36 3.41 -5.82 2.66  -0.58
O26 3.01 -6.37 3.62  0.17
O27 4.73 -5.73 2.34  0.07
H49 5.12 -6.51 -0.37  0.09
H50 6.59 -6.25 0.65  0.08
H51 6.13 -5.11 -0.60  0.09
H52 5.47 -4.05 1.38  0.14
H53 3.27 -5.04 -0.32  0.14
H54 3.31 -3.61 0.78  0.10
C37 -3.46 -4.23 -0.08  -0.01
C38 -3.44 -3.92 -1.56  -0.29
C39 -2.24 -4.50 -2.34  -0.07
O28 -2.81 -4.99 -3.54  0.07
C40 -4.14 -5.11 -3.40  -0.56
O29 -4.87 -5.71 -4.13  0.16
O30 -4.56 -4.53 -2.25  0.07
H55 -4.47 -4.46 0.28  0.09
H56 -3.24 -3.34 0.50  0.07
H57 -2.86 -5.10 0.20  0.09
H58 -3.51 -2.85 -1.74  0.14
H59 -1.73 -5.27 -1.75  0.13
H60 -1.48 -3.74 -2.52  0.12

Values from the calculation:
structure (SMILES)	C[C@H]1COC(=O)O1.C[C@H]1COC(=O)O1.C[C@H]1COC(=O)O1.C[C@H]1COC(=O)O1.C[C@H]1COC(=O)O1.C[C@H]1COC(=O)O1.C[C@H]1COC(=O)O1.C[C@H]1COC(=O)O1.C[C@H]1COC(=O)O1.C[C@H]1COC(=O)O1
total charge	0
frontier orbital gap	9.5834	eV



Entry 4:
A molecular structure, C40H61N2O10P3RbS at a distorted geometry, computed with ωB97M-V/def2-TZVPD.

Each line ends with the Löwdin charge.
Geometry (Å):
Rb1 -0.93 0.70 0.51  0.90
C1 -4.52 1.46 2.26  -0.19
C2 -3.99 2.76 1.68  -0.17
O1 -2.62 2.97 1.97  -0.15
C3 -2.35 3.44 3.27  -0.20
C4 -0.85 3.35 3.50  -0.18
O2 -0.33 2.05 3.41  -0.16
C5 -0.63 1.19 4.49  -0.18
C6 -0.56 -0.25 3.97  -0.17
O3 -1.57 -0.52 3.04  -0.21
C7 -2.85 -0.79 3.56  -0.19
C8 -3.81 -0.81 2.38  -0.17
O4 -3.82 0.40 1.66  -0.16
H1 -5.60 1.39 2.05  0.13
H2 -4.40 1.45 3.35  0.11
H3 -4.60 3.60 2.04  0.13
H4 -4.05 2.71 0.59  0.07
H5 -2.89 2.86 4.03  0.11
H6 -2.66 4.49 3.37  0.13
H7 -0.60 3.81 4.47  0.13
H8 -0.35 3.91 2.69  0.12
H9 -1.62 1.40 4.90  0.11
H10 0.11 1.32 5.29  0.13
H11 -0.60 -0.94 4.82  0.13
H12 0.38 -0.37 3.43  0.13
H13 -3.15 -0.02 4.29  0.11
H14 -2.87 -1.76 4.07  0.13
H15 -4.82 -1.08 2.74  0.13
H16 -3.46 -1.57 1.68  0.12
C9 4.48 2.54 2.40  -0.04
C10 3.14 3.13 2.82  -0.42
C11 3.23 4.62 3.08  -0.04
O5 2.10 2.84 1.88  -0.16
P1 1.91 2.98 0.33  0.46
O6 0.51 2.87 -0.05  -0.34
C12 2.97 1.81 -0.57  -0.17
P2 2.05 0.22 -0.44  0.40
O7 1.61 0.09 0.95  -0.36
O8 0.90 0.19 -1.48  -0.27
C13 0.81 0.31 -2.92  -0.39
C14 0.28 1.69 -3.27  -0.02
C15 2.11 -0.01 -3.64  -0.04
O9 3.13 -0.89 -0.87  -0.18
C16 3.89 -1.51 0.19  -0.46
C17 3.23 -2.82 0.57  -0.02
C18 5.32 -1.68 -0.30  -0.04
O10 2.57 4.42 0.01  -0.20
C19 2.13 5.08 -1.21  -0.46
C20 3.36 5.53 -1.98  -0.04
C21 1.22 6.24 -0.84  -0.03
H17 5.19 2.65 3.22  0.09
H18 4.87 3.07 1.53  0.08
H19 4.37 1.48 2.18  0.08
H20 2.79 2.63 3.73  0.15
H21 3.54 5.14 2.17  0.07
H22 3.95 4.82 3.87  0.08
H23 2.25 5.01 3.38  0.08
H24 3.95 1.69 -0.10  0.06
H25 3.10 2.15 -1.60  0.07
H26 0.06 -0.43 -3.19  0.14
H27 0.98 2.47 -2.97  0.06
H28 -0.68 1.88 -2.77  0.06
H29 0.11 1.75 -4.34  0.10
H30 2.86 0.77 -3.47  0.08
H31 1.91 -0.08 -4.71  0.09
H32 2.51 -0.96 -3.29  0.06
H33 3.88 -0.84 1.06  0.12
H34 3.27 -3.52 -0.26  0.07
H35 2.18 -2.63 0.80  0.08
H36 3.72 -3.26 1.44  0.09
H37 5.35 -2.38 -1.13  0.08
H38 5.94 -2.06 0.52  0.08
H39 5.73 -0.73 -0.63  0.07
H40 1.56 4.37 -1.81  0.12
H41 3.91 6.29 -1.41  0.08
H42 3.06 5.95 -2.94  0.09
H43 4.03 4.69 -2.16  0.07
H44 1.75 6.95 -0.21  0.08
H45 0.35 5.85 -0.30  0.09
H46 0.88 6.74 -1.75  0.09
S1 -3.52 2.99 -2.16  0.38
C22 -3.53 2.38 -3.68  -1.08
N1 -3.54 1.95 -4.77  -0.02
N2 -0.94 -1.95 -0.04  -0.39
P3 -1.34 -3.07 -0.96  0.60
C23 -2.36 -4.45 -0.22  -0.28
C24 -3.03 -5.47 -0.90  -0.08
C25 -3.82 -6.37 -0.21  -0.10
C26 -3.95 -6.27 1.17  -0.12
C27 -3.28 -5.27 1.86  -0.10
C28 -2.50 -4.37 1.16  -0.11
C29 -2.36 -2.72 -2.47  -0.28
C30 -3.21 -1.63 -2.33  -0.08
C31 -3.99 -1.18 -3.39  -0.08
C32 -3.90 -1.82 -4.62  -0.09
C33 -3.06 -2.91 -4.77  -0.10
C34 -2.29 -3.36 -3.71  -0.12
C35 0.06 -4.05 -1.67  -0.26
C36 0.82 -3.52 -2.71  -0.10
C37 2.03 -4.09 -3.08  -0.10
C38 2.51 -5.20 -2.39  -0.13
C39 1.79 -5.72 -1.33  -0.11
C40 0.58 -5.14 -0.97  -0.08
H47 -2.93 -5.55 -1.98  0.10
H48 -4.34 -7.16 -0.74  0.09
H49 -4.58 -6.98 1.70  0.09
H50 -3.38 -5.20 2.94  0.09
H51 -1.96 -3.55 1.65  0.08
H52 -3.23 -1.12 -1.37  0.09
H53 -4.62 -0.31 -3.27  0.09
H54 -4.48 -1.45 -5.46  0.10
H55 -2.99 -3.40 -5.73  0.09
H56 -1.62 -4.20 -3.85  0.09
H57 0.43 -2.66 -3.25  0.09
H58 2.60 -3.69 -3.91  0.10
H59 3.46 -5.64 -2.68  0.09
H60 2.16 -6.57 -0.78  0.10
H61 0.02 -5.54 -0.13  0.10

Values from the calculation:
total charge	-1
frontier orbital gap	5.5720	eV



The records above yield energy above the lowest of the compared OMol25 structures with the same formula, charge and spin values of 510.79 593.40 121.87 94.29 kJ/mol, respectively.
The records above yield highest occupied orbital energy values of -9.58 -10.52 -10.19 -3.94 eV, respectively.